Entry 1:
C58H81CaN8O4P2SSi2 as an isolated structure in a non-equilibrium geometry, computed with ωB97M-V/def2-TZVPD.

Values from the calculation:
frontier orbital gap = 0.252 Ha
ΔE to the lowest compared entry with this formula, charge and spin = 21.1 kcal per mole
E_LUMO = 2.239 eV
electronic energy = -145189.94650 eV
charge = -1

Geometry (Å):
1 Ca 0.51764 0.18099 0.33292
2 C 1.82179 5.64838 3.48079
3 Si 0.80636 4.50867 4.57412
4 C -0.10973 5.60702 5.80440
5 C 1.94170 3.42996 5.59920
6 C -0.49465 3.56563 3.61410
7 C -1.84470 3.76223 3.86504
8 C -2.82013 3.10256 3.11970
9 C -2.38261 2.26365 2.11689
10 N -1.09956 2.04386 1.83815
11 C -0.14710 2.65395 2.57428
12 S 1.49618 2.29200 2.17960
13 H 2.78741 5.85869 3.95251
14 H 1.31617 6.60450 3.31165
15 H 2.01689 5.17164 2.51724
16 H 0.61596 6.20699 6.36347
17 H -0.67631 5.01194 6.52835
18 H -0.80486 6.29584 5.31363
19 H 2.55871 4.05503 6.25332
20 H 2.59840 2.84816 4.94982
21 H 1.37539 2.73514 6.22719
22 H -2.15144 4.44687 4.65024
23 H -3.87559 3.24399 3.31026
24 H -3.09463 1.72956 1.49087
25 C -1.43829 -1.09384 1.23235
26 Si -2.23547 -2.64057 0.72195
27 C -3.15141 -2.48856 -0.94797
28 N -2.62223 -1.46906 -1.86357
29 C -1.60681 -1.94652 -2.81191
30 C -1.98080 -1.65756 -4.26677
31 C -3.43274 -2.06422 -4.51610
32 C -4.39238 -1.24789 -3.62754
33 C -3.61946 -0.60698 -2.46549
34 C -3.67793 -3.20149 1.86569
35 C -3.83895 -4.47486 2.41889
36 C -4.91852 -4.78438 3.24279
37 C -5.87374 -3.82164 3.53297
38 C -5.74175 -2.54753 2.99215
39 C -4.65899 -2.25069 2.17629
40 C -1.08939 -4.15450 0.72376
41 C -0.73449 -4.88244 -0.41365
42 C 0.07701 -6.00914 -0.33267
43 C 0.56428 -6.43180 0.89597
44 C 0.21997 -5.73048 2.04610
45 C -0.60196 -4.61507 1.95272
46 H -1.20764 -1.13992 2.31075
47 H -2.17194 -0.28440 1.09736
48 H -4.17717 -2.21358 -0.68034
49 H -3.23832 -3.46961 -1.44909
50 H -1.51319 -3.03442 -2.71118
51 H -0.63148 -1.52193 -2.57030
52 H -1.30864 -2.22094 -4.91823
53 H -1.83673 -0.59713 -4.50258
54 H -3.52818 -3.13063 -4.28699
55 H -3.69101 -1.94559 -5.57089
56 H -5.18980 -1.88860 -3.24421
57 H -4.87033 -0.45180 -4.20666
58 H -4.31040 -0.27923 -1.68605
59 H -3.12173 0.29421 -2.82736
60 H -3.11229 -5.24975 2.19948
61 H -5.01102 -5.78103 3.65984
62 H -6.71528 -4.05962 4.17361
63 H -6.47915 -1.78468 3.21577
64 H -4.55803 -1.24243 1.77970
65 H -1.09861 -4.56774 -1.38568
66 H 0.32769 -6.56141 -1.23142
67 H 1.19852 -7.30873 0.96057
68 H 0.57663 -6.06175 3.01556
69 H -0.90668 -4.10467 2.86116
70 N -0.29385 3.57508 -2.77823
71 P -1.57453 3.07214 -1.74992
72 C -1.81594 4.68323 -0.87195
73 C -0.86156 4.95935 0.11076
74 C -0.87266 6.17015 0.78587
75 C -1.84139 7.12178 0.49339
76 C -2.78723 6.86156 -0.48807
77 C -2.77338 5.65073 -1.17106
78 C -2.96395 3.10530 -2.95034
79 C -2.79359 3.11476 -4.33197
80 C -3.89334 3.06076 -5.18336
81 C -5.17678 2.99158 -4.66494
82 C -5.35777 2.96071 -3.28649
83 C -4.26181 3.00802 -2.44171
84 C 1.04643 3.37876 -2.47970
85 C 2.00385 4.00485 -3.29046
86 C 3.34013 3.78499 -3.03777
87 C 3.70288 2.96320 -1.98197
88 C 2.69085 2.42735 -1.21026
89 N 1.38425 2.61484 -1.43859
90 H -0.46354 4.38517 -3.35494
91 H -0.09751 4.22214 0.33786
92 H -0.12987 6.36201 1.55109
93 H -1.85577 8.06477 1.02673
94 H -3.54028 7.60368 -0.72850
95 H -3.51723 5.47043 -1.93729
96 H -1.79528 3.13137 -4.75220
97 H -3.74107 3.06417 -6.25579
98 H -6.03176 2.94895 -5.32852
99 H -6.35582 2.88723 -2.87171
100 H -4.41119 2.97065 -1.36635
101 H 1.68352 4.63845 -4.10968
102 H 4.09286 4.24669 -3.66639
103 H 4.73675 2.74574 -1.75164
104 H 2.94256 1.82616 -0.34593
105 C 1.26493 0.49300 -4.35289
106 C 2.33695 -0.59296 -4.33187
107 C 3.39937 -0.29344 -5.37716
108 C 1.71406 -1.96140 -4.59788
109 O 3.06104 -0.54355 -3.07972
110 P 2.53768 -1.05320 -1.65078
111 O 3.46403 -0.53921 -0.61272
112 O 1.07515 -0.70901 -1.50805
113 O 2.56674 -2.65296 -1.76184
114 C 3.74638 -3.49088 -1.69438
115 C 3.33108 -4.78267 -2.38056
116 C 4.94647 -2.87568 -2.41297
117 C 4.08977 -3.76343 -0.23488
118 H 0.74264 0.48272 -5.31347
119 H 1.72822 1.47128 -4.21304
120 H 0.54280 0.33161 -3.55212
121 H 2.95109 -0.27287 -6.37339
122 H 4.17999 -1.05752 -5.35462
123 H 3.85760 0.67686 -5.17318
124 H 1.17224 -1.92929 -5.54529
125 H 1.01820 -2.23846 -3.80551
126 H 2.48543 -2.73197 -4.66103
127 H 2.99819 -4.58283 -3.40147
128 H 2.50875 -5.24365 -1.83198
129 H 4.17414 -5.47666 -2.41054
130 H 4.75482 -2.77080 -3.48353
131 H 5.81255 -3.52571 -2.27357
132 H 5.17890 -1.89142 -2.00482
133 H 3.20702 -4.14877 0.28495
134 H 4.42657 -2.85147 0.25793
135 H 4.88264 -4.51270 -0.17325
136 C 1.46501 -1.99736 3.85555
137 N 2.36290 -2.80384 4.69933
138 C 3.41676 -3.35212 3.83424
139 N 4.17231 -2.30769 3.13898
140 C 3.22221 -1.51913 2.34033
141 N 2.16849 -0.92042 3.16548
142 C 2.80296 -0.06071 4.16749
143 N 3.74091 -0.81445 5.01877
144 C 2.99666 -1.90031 5.66480
145 C 4.75520 -1.41822 4.14703
146 H 0.67926 -1.56849 4.48144
147 H 1.01217 -2.64098 3.10835
148 H 2.95699 -4.00643 3.09107
149 H 4.10386 -3.94053 4.44775
150 H 2.75916 -2.17178 1.59876
151 H 3.76143 -0.73355 1.81202
152 H 2.03053 0.38757 4.79333
153 H 3.33922 0.73931 3.65905
154 H 2.22137 -1.46512 6.29861
155 H 3.68164 -2.47607 6.29257
156 H 5.45384 -1.99054 4.76260
157 H 5.30217 -0.62144 3.63965

Cartesian forces (eV/Å) of the 6 atoms listed first:
-0.833 1.163 1.546
0.054 0.006 -0.103
-0.006 0.107 0.129
-0.053 0.033 0.061
0.060 -0.127 -0.043
0.021 -0.074 -0.086

Atom charges from the Mulliken analysis, given in e for atoms 1 to 4: 1.677 -1.077 0.356 -1.247

Entry 2:
A 4-piece molecular cluster, C3H16NO3 overall in a non-equilibrium geometry, computed with ωB97M-V/def2-TZVPD.

Values from the calculation:
frontier orbital gap (spin up / spin down) = 0.439 / 0.141 Ha
ΔE to the lowest compared entry with this formula, charge and spin = 4.5 kcal per mole
E_LUMO (spin up / spin down) = -7.012 / -15.101 eV
electronic energy = -10982.02151 eV
charge = +2
2S+1 = 2

Geometry (Å):
1 C 2.08136 -0.82631 0.84695
2 C 2.18830 -0.22020 -0.56041
3 N 0.79107 0.19531 -1.05076
4 C 0.77102 1.56216 -1.67956
5 H 1.75699 -1.85745 0.86484
6 H 2.99684 -0.66436 1.43672
7 H 1.49552 -0.09923 1.46654
8 H 2.84191 0.63862 -0.60001
9 H 2.48064 -0.96163 -1.30276
10 H 0.14182 0.13104 -0.27644
11 H 0.54104 -0.46221 -1.81196
12 H 0.45704 2.36688 -1.02526
13 H 0.06262 1.51641 -2.50840
14 H 1.73076 1.74409 -2.15474
15 H -1.26051 0.83399 2.02867
16 H -1.09209 -0.66162 2.62149
17 O -0.63072 0.12004 2.23229
18 H -0.73713 -1.90309 -3.23360
19 H -0.77586 -2.58758 -1.87422
20 O -0.76362 -1.71005 -2.29619
21 H -3.79323 1.35263 3.08020
22 H -4.30673 0.56620 1.95405
23 O -3.50622 1.07552 2.18777

Cartesian forces (eV/Å) of the 6 atoms listed first:
0.531 1.463 -0.175
-0.812 -0.752 0.453
1.524 0.779 -0.623
-0.493 -0.159 -1.070
-0.169 -0.027 0.210
0.227 -0.584 -0.389

Atom charges from the Mulliken analysis, given in e for atoms 1 to 4: -0.991 -0.188 0.026 -0.930

Entry 3:
C24H12Co2F3NO6 as an isolated structure in a non-equilibrium geometry, computed with ωB97M-V/def2-TZVPD.

Values from the calculation:
frontier orbital gap = 0.205 Ha
ΔE to the lowest compared entry with this formula, charge and spin = 0.0 kcal per mole
E_LUMO = 4.635 eV
electronic energy = -122262.80495 eV
charge = -2

Geometry (Å):
1 F 2.83100 1.31125 0.01561
2 C 2.54395 0.12654 0.63228
3 F 3.25927 -0.84226 -0.01270
4 F 3.04771 0.21108 1.90830
5 C 1.07438 -0.16702 0.64698
6 C 0.64804 -1.49586 0.62380
7 C -0.70621 -1.76810 0.61828
8 C -1.66725 -0.70935 0.64087
9 C -3.05466 -0.97892 0.64628
10 C -4.01379 0.01561 0.75681
11 N -4.90304 0.78273 0.86561
12 C -1.18770 0.63423 0.70307
13 C 0.17113 0.89371 0.71100
14 H 1.37220 -2.30710 0.59814
15 H -1.05998 -2.80262 0.59849
16 H -3.40166 -2.00957 0.58395
17 H -1.89725 1.46463 0.75919
18 H 0.51985 1.92208 0.76254
19 O -3.09204 0.38305 10.01247
20 C -3.16516 0.32676 8.85664
21 Co -3.31589 0.34015 7.11316
22 C -4.68425 1.34426 6.73494
23 O -5.58911 2.00677 6.44247
24 C -2.11696 1.46219 6.47955
25 O -1.40480 2.26929 6.05372
26 C -3.92364 -1.48650 6.23862
27 C -5.29932 -1.83858 6.59125
28 C -5.75059 -1.78868 7.93168
29 C -7.10608 -1.91595 8.23118
30 C -8.02969 -2.14769 7.20663
31 C -7.57919 -2.34647 5.89589
32 C -6.22386 -2.21760 5.58697
33 C -3.29042 -1.51629 4.97365
34 C -3.42596 -1.17574 3.69043
35 Co -2.24869 -2.12982 6.23928
36 C -1.99271 -2.51483 7.95139
37 O -1.79742 -2.77914 9.05990
38 C -0.80941 -1.08226 5.92248
39 O 0.18348 -0.50833 5.77073
40 C -1.79774 -3.65065 5.44852
41 O -1.46402 -4.65955 4.99795
42 H -5.02363 -1.63165 8.73466
43 H -7.42731 -1.83032 9.27163
44 H -9.09614 -2.17391 7.43200
45 H -8.27744 -2.58790 5.09381
46 H -5.87539 -2.37255 4.56113
47 H -2.64354 -1.48309 2.99407
48 H -4.26227 -0.56411 3.33941

Cartesian forces (eV/Å) of the 6 atoms listed first:
0.287 -0.450 0.370
-1.205 -0.218 0.224
0.121 0.496 0.376
0.420 0.086 -0.710
1.423 0.184 -0.256
-0.655 0.065 -0.079

Atom charges from the Mulliken analysis, given in e for atoms 1 to 4: -0.292 0.904 -0.295 -0.262

Entry 4:
C21H25N3O3PdS2Se4 as an isolated structure, computed with ωB97M-V/def2-TZVPD.

Values from the calculation:
frontier orbital gap = 0.172 Ha
ΔE to the lowest compared entry with this formula, charge and spin = 4.6 kcal per mole
E_LUMO = 4.062 eV
electronic energy = -319334.45790 eV
charge = -2

Geometry (Å):
1 Pd -0.82232 0.99855 1.15046
2 O 2.23852 -0.88866 -1.67987
3 S 3.46220 -1.36341 -0.96815
4 C 2.91133 -2.39612 0.41713
5 C 1.84353 -1.68979 1.22877
6 C 1.02690 -2.58118 2.14732
7 C 1.78551 -3.27755 3.27021
8 S 2.89110 -2.30828 4.34738
9 O 4.16151 -2.07616 3.59027
10 C 2.00435 -0.75621 4.38741
11 C 2.64577 0.38201 3.92402
12 C 1.95252 1.58391 3.89704
13 C 0.64141 1.63909 4.34904
14 C 0.01890 0.49728 4.83593
15 C 0.70135 -0.70970 4.86378
16 C 4.04636 0.01916 0.02304
17 C 3.28242 1.17109 0.08506
18 C 3.72919 2.23779 0.85791
19 C 4.92629 2.13947 1.55127
20 C 5.68246 0.97324 1.48586
21 C 5.24444 -0.09200 0.71722
22 H 3.79914 -2.63080 1.01032
23 H 2.53424 -3.29399 -0.07809
24 H 1.14879 -1.18104 0.55475
25 H 2.29544 -0.89321 1.81427
26 H 0.53619 -3.37408 1.57415
27 H 0.21559 -1.97934 2.56162
28 H 2.47422 -4.04246 2.89803
29 H 1.08573 -3.77069 3.95070
30 H 3.65688 0.29983 3.54210
31 H 2.40566 2.46311 3.45822
32 H 0.08187 2.55917 4.25613
33 H -1.02114 0.53533 5.13305
34 H 0.20382 -1.61129 5.20445
35 H 2.33736 1.21820 -0.44301
36 H 3.11056 3.12273 0.93735
37 H 5.26489 2.96826 2.16178
38 H 6.60516 0.88862 2.04691
39 H 5.81774 -1.01136 0.67594
40 Se -3.68259 -0.97902 0.10222
41 Se -2.39633 -0.52277 2.03113
42 Se -1.86994 2.85211 2.11123
43 Se 0.09700 3.34862 0.90738
44 C -0.21049 -7.39416 0.41050
45 N -0.35320 -6.02693 -0.04126
46 C -1.48287 -5.32336 0.27505
47 C -1.64718 -4.04284 -0.07726
48 C -0.54751 -3.43889 -0.79057
49 N 0.54615 -4.12021 -1.12402
50 C 0.69364 -5.41814 -0.77276
51 O 1.70814 -6.07713 -1.00111
52 N -0.62359 -2.14922 -1.10523
53 H -0.18015 -7.44538 1.50236
54 H 0.72314 -7.77497 0.00832
55 H -1.04107 -8.00775 0.05292
56 H -2.22796 -5.86727 0.84372
57 H -2.51559 -3.44622 0.18076
58 H -1.46703 -1.61632 -0.85130
59 H 0.20167 -1.72148 -1.50937

Cartesian forces (eV/Å) of the 6 atoms listed first:
-0.014 0.048 0.058
0.015 -0.001 -0.014
0.021 -0.019 0.063
-0.046 0.027 -0.059
-0.064 0.205 0.036
-0.065 -0.115 0.077

Atom charges from the Mulliken analysis, given in e for atoms 1 to 4: 0.479 -0.620 0.077 -0.291

> Number 3 is which compound?

C24H12Co2F3NO6